(1)
The following is a DFT calculation (ωB97M-V/def2-TZVPD) of one molecule with the formula C16H22N2O4 at a distorted geometry.

```
44
Properties=species:S:1:pos:R:3:mulliken_charge:R:1
N 2.495 0.051 -0.407 -0.4630
C 1.942 -1.237 -0.884 -1.6969
C 1.186 -2.038 0.240 2.1505
C 0.057 -1.194 0.895 -0.8087
C -0.837 -0.365 -0.005 0.0806
O -1.509 -0.906 -0.873 -0.6029
O -0.869 0.944 0.341 -0.1656
C -1.705 1.856 -0.278 0.2899
C -2.905 1.606 -0.965 -0.6033
C -3.597 2.685 -1.528 -0.7392
C -3.123 4.007 -1.370 -0.5934
C -1.912 4.239 -0.687 0.7036
C -1.404 5.647 -0.544 -1.1363
N -0.528 6.150 -1.662 0.9858
O -1.064 6.859 -2.488 -0.5389
O 0.669 5.812 -1.675 -0.5427
C -1.230 3.155 -0.165 -0.1977
C 0.644 -3.376 -0.385 -1.2435
C 0.256 -4.389 0.654 -0.6307
C 1.335 -4.653 1.743 -0.7477
C 1.780 -3.348 2.380 -0.7841
C 2.256 -2.359 1.317 -1.4034
H 3.182 -0.109 0.341 0.1903
H 2.907 0.562 -1.198 0.2543
H 2.749 -1.813 -1.354 0.5133
H 1.202 -1.007 -1.686 0.4604
H -0.580 -1.877 1.444 0.5147
H 0.513 -0.494 1.604 0.3067
H -3.290 0.605 -1.041 0.4851
H -4.490 2.442 -2.067 0.3898
H -3.701 4.830 -1.742 0.4263
H -2.260 6.355 -0.475 0.4072
H -0.873 5.771 0.415 0.3692
H -0.313 3.257 0.374 0.4828
H 1.401 -3.854 -1.000 0.4402
H -0.171 -3.174 -1.043 0.3821
H -0.663 -4.074 1.152 0.3177
H -0.030 -5.314 0.138 0.4252
H 2.193 -5.170 1.317 0.3141
H 0.886 -5.367 2.457 0.3575
H 1.058 -2.862 3.062 0.2982
H 2.623 -3.650 3.009 0.3667
H 2.595 -1.433 1.820 0.5698
H 3.129 -2.773 0.820 0.4159
```

Results
orbital gap	9.4	eV
energy relative to the best compared isomer or geometry (same formula, charge and spin)	4.1833	eV
M	306.4	Da
electronic energy	-1033.2716	Ha
SMILES	NCC1(CC(=O)Oc2cccc(C[N+](=O)[O-])c2)CCCCC1

(2)
The following is a DFT calculation (ωB97M-V/def2-TZVPD) of one molecule with the formula C3H7N3O at a distorted geometry.

```
14
Properties=species:S:1:pos:R:3:mulliken_charge:R:1
H -3.376 0.432 -1.526 0.2667
N -2.741 0.672 -0.766 -0.6451
C -2.078 -0.344 -0.424 0.1582
N -1.189 -0.348 0.748 -0.3146
C 0.035 -0.125 0.168 0.4493
O 0.023 -0.126 -1.063 -0.6079
N 1.189 0.097 0.850 -0.2019
C 2.375 0.263 0.024 -0.7385
H -2.081 -1.319 -0.917 0.3387
H -1.444 -0.032 1.682 0.2600
H 1.290 -0.119 1.827 0.2117
H 2.081 0.822 -0.867 0.2706
H 2.787 -0.697 -0.310 0.2565
H 3.131 0.824 0.574 0.2964
```

Results
orbital gap	10.6	eV
energy relative to the best compared isomer or geometry (same formula, charge and spin)	1.1379	eV
M	101.1	Da
electronic energy	-358.0081	Ha
SMILES	[H]/N=C/NC(=O)NC

(3)
The following is a DFT calculation (ωB97M-V/def2-TZVPD) of a 3-piece molecular cluster, C2H4N2O2S overall at a distorted geometry.

```
11
Properties=species:S:1:pos:R:3:mulliken_charge:R:1
C -2.715 0.722 -0.548 -0.2413
C 3.789 0.145 0.435 -0.1201
N -1.458 0.907 -0.673 -0.4390
N 2.709 0.051 0.185 -0.2256
O 0.438 -2.471 -0.653 -0.4597
O 0.051 -1.320 1.515 -0.4164
S 0.317 -1.204 0.089 0.8451
H -3.081 -0.230 -0.926 0.2376
H -3.406 1.310 -0.024 0.2473
H 4.744 0.368 0.616 0.3513
H -1.389 1.722 -0.016 0.2207
```

Results
orbital gap	10.3	eV
energy relative to the best compared isomer or geometry (same formula, charge and spin)	2.9616	eV
M	120.1	Da
electronic energy	-736.6961	Ha

(4)
The following is a DFT calculation (ωB97M-V/def2-TZVPD) of C11H20N3OsP2 as an isolated structure at a distorted geometry.

```
37
Properties=species:S:1:pos:R:3:mulliken_charge:R:1
C -0.249 -0.767 -1.537 0.1078
C -0.914 -1.499 -2.529 -0.8837
C -0.399 -2.835 -2.568 -0.1649
C 0.629 -2.962 -1.582 -0.8820
C 0.790 -1.742 -0.908 -0.1218
Os 0.828 0.994 1.468 0.7402
P 0.071 2.875 0.615 -0.1844
H -0.391 0.256 -1.209 0.2613
H -1.695 -1.098 -3.172 0.3844
H -0.737 -3.624 -3.235 0.4283
H 1.472 -1.466 -0.107 0.4924
H 1.212 -3.857 -1.376 0.3824
H -1.133 3.461 1.138 0.1263
H -0.222 2.889 -0.791 0.1335
H 0.962 3.995 0.691 0.1230
C 1.452 -0.735 4.677 -0.8552
N 1.110 0.625 4.374 0.2936
C -0.172 1.133 4.789 -0.9189
N -1.281 0.167 4.626 0.1265
C -0.854 -1.143 5.124 -1.0227
N 0.342 -1.675 4.461 0.0976
C 0.090 -2.000 3.046 -0.6839
P -0.566 -0.563 2.008 0.0707
C 1.788 1.254 3.246 -0.9652
C -1.818 0.075 3.256 -0.7299
H 1.668 -0.772 5.761 0.3019
H 2.337 -1.029 4.101 0.4246
H -0.390 2.074 4.272 0.4446
H -0.095 1.291 5.882 0.2927
H -1.679 -1.858 4.984 0.3969
H -0.620 -1.035 6.199 0.2910
H 1.003 -2.376 2.565 0.4054
H -0.684 -2.781 2.992 0.4015
H 1.798 2.347 3.354 0.4730
H 2.772 0.789 3.088 0.4460
H -2.649 -0.644 3.239 0.3777
H -2.167 1.052 2.899 0.3894
```

Results
orbital gap (spin up / spin down)	6.9 / 5.3	eV
energy relative to the best compared isomer or geometry (same formula, charge and spin)	0.0000	eV
M	446.5	Da
total charge	+1
spin multiplicity	5
electronic energy	-1368.2783	Ha